Entry from the Open Molecules 2025 dataset: C37H35AlClN2S2Si2 as an isolated structure in a non-equilibrium geometry (wB97M-V/def2-TZVPD).

```
80
Properties=species:S:1:pos:R:3:forces:R:3
C 0.4709 -4.4640 1.8284 0.21 0.40 -0.34
C 1.5710 -4.1369 0.9744 -0.03 0.00 0.76
C 2.2400 -3.0292 1.5395 0.27 -0.16 -0.11
H 1.9176 -4.7480 0.1448 -0.14 0.30 0.15
C 1.5733 -2.6221 2.7009 -0.20 -0.23 0.00
C 0.4459 -3.4726 2.8951 0.45 0.18 -0.26
H -0.1142 -3.5967 3.8187 0.09 0.13 -0.29
H -0.0616 -5.4166 1.8505 0.02 0.40 -0.13
H 3.1911 -2.6150 1.2004 -0.50 0.00 -0.08
H 1.9140 -1.8503 3.3870 -0.27 0.03 -0.31
Al -0.8614 -2.8475 1.1689 0.41 0.24 0.64
Si 0.3207 2.8809 -0.9940 2.46 -1.36 0.09
C -0.0856 3.3677 -2.7298 -0.16 -0.17 -0.32
C -1.1304 4.2300 -3.0871 0.21 0.00 -0.46
H -1.8760 4.5215 -2.3439 0.26 0.08 -0.20
C -1.2010 4.7311 -4.3930 0.13 -0.15 0.06
H -1.9797 5.4363 -4.6683 0.03 -0.11 0.06
C -0.2486 4.3578 -5.3477 -0.11 0.03 0.37
H -0.2792 4.7860 -6.3484 -0.03 -0.12 0.21
C 0.7513 3.4511 -5.0009 0.20 -0.18 -0.09
H 1.5056 3.1495 -5.7307 -0.27 0.10 0.11
C 0.8269 2.9439 -3.7069 -0.26 0.21 -0.24
H 1.6027 2.2214 -3.4379 -0.13 0.35 -0.11
C 0.3251 4.4074 0.0424 -0.27 0.41 0.37
C 1.1851 5.4000 -0.4593 -0.05 0.42 0.38
H 1.7537 5.2253 -1.3833 -0.29 0.07 0.43
C 1.3294 6.6125 0.2191 -0.06 -0.12 0.00
H 2.0069 7.3734 -0.1679 -0.17 -0.16 0.09
C 0.6133 6.8471 1.3971 -0.04 -0.39 -0.09
H 0.7323 7.7930 1.9310 -0.08 -0.33 -0.17
C -0.2409 5.8565 1.8950 -0.02 0.01 0.06
H -0.7891 6.0426 2.8185 0.09 -0.04 -0.20
C -0.3939 4.6352 1.2265 0.40 0.40 -0.36
H -1.0671 3.8582 1.6013 0.21 0.33 0.01
H 1.7541 2.4696 -1.0187 0.58 0.61 -0.43
Si -0.3629 0.6849 -0.1841 1.79 2.59 -0.85
C 0.7259 0.6999 1.3247 -0.37 -0.61 0.18
C 2.1147 0.6450 1.1203 0.18 0.47 0.08
H 2.5245 0.3329 0.1569 -0.19 0.51 0.31
C 2.9892 1.0483 2.1230 0.08 -0.38 -0.03
H 4.0627 1.0821 1.9007 -0.44 -0.01 0.26
C 2.4925 1.3869 3.3817 -0.14 0.08 0.14
H 3.1836 1.7173 4.1592 -0.27 -0.08 -0.17
C 1.1198 1.2846 3.6418 0.14 -0.19 0.19
H 0.7226 1.4936 4.6409 0.25 -0.04 -0.34
C 0.2414 0.9022 2.6276 0.34 0.31 -0.05
H -0.8235 0.7921 2.8535 0.29 0.29 -0.20
C 0.3192 -0.3405 -1.5734 -0.97 -0.57 -0.13
C 1.5075 -1.0857 -1.5435 0.55 0.16 -0.20
H 1.9321 -1.4574 -0.6047 -0.04 0.54 -0.27
C 2.1969 -1.3628 -2.7285 -0.37 -0.31 -0.10
H 3.1807 -1.8397 -2.6698 -0.40 0.10 -0.13
C 1.6184 -1.0395 -3.9625 0.10 0.12 0.03
H 2.1708 -1.2109 -4.8923 -0.24 0.09 0.37
C 0.3185 -0.5182 -3.9903 -0.23 -0.31 -0.15
H -0.1931 -0.2889 -4.9329 0.34 -0.27 0.30
C -0.3615 -0.2592 -2.8022 0.38 0.38 -0.31
H -1.4050 0.0752 -2.8393 0.50 0.22 0.00
H -1.3457 1.7367 -0.4424 -2.22 -1.23 0.60
Cl -1.9043 -0.8239 0.5424 -0.52 -2.86 1.08
C -0.1142 -4.2904 -1.9761 0.19 -0.16 -0.53
C -1.2786 -4.7223 -1.1755 -1.14 0.47 1.10
N -1.6809 -4.1211 -0.0434 -0.25 -1.12 -1.31
C -2.8099 -4.7416 0.5298 0.73 -0.90 -2.21
C -3.2873 -5.7784 -0.2295 0.37 0.46 0.59
S -2.3042 -6.0377 -1.6444 -0.11 0.92 1.20
C -3.1968 -4.2205 1.8018 -0.67 1.06 2.54
C -4.2061 -4.5325 2.6792 0.65 0.07 -0.39
S -4.1365 -3.5405 4.1185 0.80 -0.28 -1.49
C -2.7355 -2.7287 3.4898 -0.49 -0.67 -1.49
N -2.3650 -3.1971 2.2912 -1.45 -0.35 1.24
C -2.1345 -1.5335 4.1284 -0.11 -0.05 0.62
H 0.7690 -4.8937 -1.7013 -0.33 0.29 -0.20
H -0.3449 -4.4645 -3.0401 0.29 0.13 0.35
H 0.1107 -3.2237 -1.8345 -0.04 -0.27 -0.01
H -4.1298 -6.3931 0.0656 0.17 -0.05 -0.40
H -4.9034 -5.3453 2.5140 -0.12 0.30 0.35
H -2.5403 -1.4644 5.1442 0.24 0.22 -0.16
H -1.0425 -1.6039 4.1784 -0.19 0.03 -0.06
H -2.3964 -0.6212 3.5756 -0.01 -0.30 0.05
```
Positions in Å, forces in eV/Å.

Frontier orbital gap, eV: 4.061
Energy above the lowest of the compared OMol25 structures with the same formula, charge and spin, kJ/mol: 326.4
M, g mol⁻¹: 690.442
2S+1: 1
Net charge: +1